{"formula": "C47H111N5O25", "method": "ωB97M-V/def2-TZVPD", "fmax_ev_per_a": 2.96, "gap_ev": 8.60, "homo_ev": -8.97, "lumo_ev": -0.4, "charge": 0, "smiles": "C[N+](=O)[O-].C[N+](=O)[O-].COCCOCCOC.COCCOCCOC.COCCOCCOC.COCCOCCOC.COCCOCCOC.COCCOCCOC.CNC(C)=O.CNC(C)=O.CNC(C)=O", "species": ["C", "O", "C", "C", "O", "C", "C", "O", "C", "H", "H", "H", "H", "H", "H", "H", "H", "H", "H", "H", "H", "H", "H", "C", "O", "C", "C", "O", "C", "C", "O", "C", "H", "H", "H", "H", "H", "H", "H", "H", "H", "H", "H", "H", "H", "H", "C", "O", "C", "C", "O", "C", "C", "O", "C", "H", "H", "H", "H", "H", "H", "H", "H", "H", "H", "H", "H", "H", "H", "C", "O", "C", "C", "O", "C", "C", "O", "C", "H", "H", "H", "H", "H", "H", "H", "H", "H", "H", "H", "H", "H", "H", "C", "O", "C", "C", "O", "C", "C", "O", "C", "H", "H", "H", "H", "H", "H", "H", "H", "H", "H", "H", "H", "H", "H", "C", "O", "C", "C", "O", "C", "C", "O", "C", "H", "H", "H", "H", "H", "H", "H", "H", "H", "H", "H", "H", "H", "H", "C", "N", "O", "O", "H", "H", "H", "C", "N", "O", "O", "H", "H", "H", "C", "C", "O", "N", "C", "H", "H", "H", "H", "H", "H", "H", "C", "C", "O", "N", "C", "H", "H", "H", "H", "H", "H", "H", "C", "C", "O", "N", "C", "H", "H", "H", "H", "H", "H", "H"], "coordinates": [[2.316, 3.750, -4.091], [2.824, 2.471, -4.479], [3.879, 1.984, -3.592], [4.576, 0.782, -4.154], [5.470, 1.125, -5.161], [6.142, 0.021, -5.737], [6.596, 0.431, -7.130], [7.723, 1.256, -7.011], [8.122, 1.838, -8.218], [1.910, 3.708, -3.057], [1.651, 4.082, -4.876], [3.164, 4.473, -3.974], [3.412, 1.725, -2.644], [4.649, 2.766, -3.437], [3.830, 0.080, -4.560], [5.077, 0.225, -3.338], [5.446, -0.813, -5.900], [6.994, -0.309, -5.101], [5.771, 1.005, -7.531], [6.801, -0.474, -7.723], [8.168, 1.139, -9.032], [9.131, 2.232, -8.021], [7.454, 2.654, -8.478], [-1.210, 1.702, 7.211], [-2.149, 1.208, 6.284], [-1.440, 0.565, 5.213], [-0.401, -0.465, 5.577], [-1.033, -1.600, 6.135], [-0.068, -2.590, 6.359], [-0.669, -3.947, 6.597], [-1.038, -4.671, 5.438], [-2.222, -4.124, 4.804], [-1.684, 2.473, 7.876], [-0.415, 2.311, 6.703], [-0.755, 0.879, 7.722], [-0.918, 1.349, 4.624], [-2.206, 0.027, 4.673], [0.395, -0.068, 6.200], [0.101, -0.793, 4.650], [0.606, -2.392, 7.187], [0.647, -2.735, 5.469], [-1.467, -3.860, 7.345], [0.023, -4.611, 7.088], [-3.003, -4.009, 5.543], [-2.465, -4.807, 3.977], [-1.948, -3.146, 4.395], [-5.277, -3.945, -0.975], [-3.841, -4.075, -1.059], [-3.429, -5.137, -1.890], [-3.397, -6.493, -1.209], [-2.773, -6.415, 0.039], [-1.509, -5.792, 0.062], [-0.876, -6.207, 1.366], [0.449, -5.631, 1.455], [0.954, -5.623, 2.755], [-5.838, -4.829, -0.624], [-5.659, -3.489, -1.897], [-5.353, -3.164, -0.210], [-2.441, -4.870, -2.253], [-4.040, -5.131, -2.797], [-2.906, -7.191, -1.854], [-4.406, -6.827, -0.978], [-1.561, -4.678, 0.041], [-0.892, -6.161, -0.786], [-0.722, -7.299, 1.482], [-1.594, -5.832, 2.098], [2.012, -5.278, 2.628], [0.990, -6.554, 3.294], [0.394, -4.927, 3.363], [-3.913, 0.227, -1.409], [-3.264, 1.298, -0.686], [-1.987, 1.645, -1.162], [-2.042, 2.297, -2.558], [-1.554, 1.449, -3.566], [-1.311, 2.090, -4.765], [-0.558, 1.209, -5.743], [-1.215, 0.059, -6.188], [-2.537, 0.271, -6.646], [-4.963, 0.309, -1.243], [-3.585, -0.713, -1.029], [-3.758, 0.308, -2.479], [-1.387, 0.756, -1.240], [-1.546, 2.339, -0.445], [-1.468, 3.243, -2.582], [-3.100, 2.462, -2.738], [-0.606, 2.888, -4.573], [-2.248, 2.572, -5.161], [0.368, 0.904, -5.304], [-0.224, 1.858, -6.585], [-2.782, -0.555, -7.268], [-2.543, 1.205, -7.261], [-3.230, 0.374, -5.807], [-2.778, 4.618, 5.139], [-3.155, 4.728, 3.749], [-3.146, 3.465, 3.089], [-3.400, 3.632, 1.625], [-2.381, 4.155, 0.827], [-2.127, 5.531, 0.947], [-0.978, 5.957, 0.085], [-1.118, 5.571, -1.299], [-1.794, 6.472, -2.079], [-3.057, 5.533, 5.700], [-1.675, 4.493, 5.255], [-3.277, 3.742, 5.591], [-4.001, 2.858, 3.428], [-2.258, 2.855, 3.253], [-4.366, 4.168, 1.440], [-3.535, 2.597, 1.266], [-1.871, 5.840, 1.977], [-3.068, 6.068, 0.793], [-0.079, 5.465, 0.516], [-0.933, 7.038, 0.153], [-2.844, 6.600, -1.792], [-1.781, 6.042, -3.089], [-1.175, 7.417, -2.095], [1.253, 0.445, -1.128], [2.625, -0.010, -1.313], [3.279, -0.228, -0.101], [2.768, -1.372, 0.734], [1.443, -1.121, 1.234], [0.814, -2.267, 1.864], [-0.713, -2.247, 1.698], [-1.392, -1.245, 2.493], [-1.510, 0.002, 1.730], [1.217, 1.430, -0.604], [0.676, -0.282, -0.592], [0.879, 0.636, -2.148], [3.296, 0.664, 0.568], [4.298, -0.577, -0.429], [3.500, -1.416, 1.525], [2.780, -2.360, 0.240], [0.995, -2.312, 2.942], [1.198, -3.150, 1.363], [-1.087, -3.289, 1.910], [-0.825, -2.028, 0.608], [-1.981, 0.715, 2.383], [-2.129, -0.133, 0.881], [-0.528, 0.351, 1.414], [5.564, 4.276, -0.758], [4.550, 3.393, -0.043], [3.383, 3.432, -0.470], [4.885, 2.803, 0.929], [6.550, 3.798, -0.784], [5.757, 5.177, -0.194], [5.146, 4.426, -1.765], [7.676, 0.520, 0.227], [7.687, -0.949, 0.600], [8.419, -1.633, -0.055], [6.927, -1.293, 1.503], [7.690, 0.559, -0.848], [8.601, 0.921, 0.632], [6.745, 0.943, 0.636], [-1.871, -2.429, -3.404], [-1.235, -3.362, -4.423], [-1.083, -4.540, -4.147], [-1.011, -2.747, -5.598], [-0.354, -3.348, -6.753], [-2.934, -2.582, -3.406], [-1.546, -1.447, -3.496], [-1.439, -2.690, -2.405], [-1.055, -1.740, -5.596], [0.259, -4.194, -6.379], [0.369, -2.611, -7.200], [-1.027, -3.611, -7.557], [-6.244, -0.310, 3.998], [-4.767, -0.315, 3.592], [-4.225, 0.694, 3.205], [-4.114, -1.482, 3.545], [-4.773, -2.773, 3.527], [-6.631, 0.637, 4.400], [-6.431, -1.084, 4.737], [-6.848, -0.655, 3.123], [-3.207, -1.458, 3.097], [-5.741, -2.844, 2.991], [-4.974, -3.091, 4.539], [-4.081, -3.450, 3.084], [2.707, 0.787, 3.704], [2.010, 1.933, 4.405], [1.836, 1.896, 5.604], [1.507, 2.922, 3.617], [1.268, 2.879, 2.158], [3.419, 0.401, 4.434], [3.274, 0.985, 2.794], [1.920, 0.066, 3.538], [1.012, 3.680, 4.084], [1.621, 1.933, 1.764], [1.897, 3.663, 1.692], [0.237, 3.063, 1.931]], "lowdin_charge": [-0.10, -0.19, -0.18, -0.22, -0.13, -0.19, -0.22, -0.18, -0.12, 0.09, 0.08, 0.09, 0.09, 0.12, 0.14, 0.13, 0.13, 0.14, 0.13, 0.13, 0.08, 0.10, 0.09, -0.12, -0.17, -0.18, -0.21, -0.10, -0.22, -0.22, -0.19, -0.08, 0.10, 0.08, 0.08, 0.12, 0.10, 0.11, 0.10, 0.13, 0.15, 0.13, 0.12, 0.09, 0.08, 0.07, -0.08, -0.21, -0.23, -0.18, -0.13, -0.20, -0.17, -0.20, -0.13, 0.09, 0.09, 0.08, 0.08, 0.13, 0.12, 0.12, 0.12, 0.15, 0.14, 0.11, 0.11, 0.08, 0.06, -0.05, -0.21, -0.19, -0.16, -0.14, -0.23, -0.19, -0.22, -0.08, 0.08, 0.07, 0.08, 0.10, 0.12, 0.12, 0.13, 0.11, 0.14, 0.12, 0.14, 0.08, 0.11, 0.09, -0.09, -0.20, -0.22, -0.20, -0.13, -0.22, -0.16, -0.21, -0.14, 0.09, 0.08, 0.09, 0.11, 0.11, 0.15, 0.11, 0.13, 0.13, 0.13, 0.12, 0.09, 0.09, 0.10, -0.06, -0.19, -0.23, -0.18, -0.19, -0.15, -0.15, -0.21, -0.03, 0.09, 0.06, 0.09, 0.10, 0.14, 0.12, 0.14, 0.11, 0.11, 0.12, 0.13, 0.06, 0.06, 0.08, 0.07, -0.41, 0.03, 0.07, 0.09, 0.10, 0.09, 0.05, -0.45, 0.08, 0.05, 0.08, 0.10, 0.08, 0.01, -0.54, 0.03, 0.02, -0.06, 0.08, 0.04, 0.10, 0.08, 0.09, 0.09, 0.07, 0.01, -0.53, 0.04, 0.05, -0.08, 0.09, 0.06, 0.09, 0.09, 0.09, 0.08, 0.06, 0.02, -0.55, 0.03, 0.03, -0.05, 0.09, 0.06, 0.07, 0.14, 0.05, 0.07, 0.06]}